The following is a DFT calculation (ωB97M-V/def2-TZVPD) of a structure of composition C52H64F3O9PSSeW.

Values from the calculation:
HOMO energy: -13.571 eV
Charge: +2
Relative energy (zero: lowest compared OMol25 entry of this formula, charge and spin): 3.2 kcal/mol
Gap between HOMO and LUMO: 6.356 eV
Multiplicity: 1

Structure (XYZ):
```
132
Properties=species:S:1:pos:R:3:forces:R:3:mulliken_charge:R:1
W -0.438341 -1.183950 -0.563801 0.1 0.2 -0.4 -0.2428
C -0.858329 6.871282 -1.071933 0.0 0.0 0.0 -2.0977
C -0.001274 5.807154 -1.756301 0.0 0.0 0.0 1.7779
C -0.134599 5.968855 -3.278320 0.0 0.0 0.0 -1.5910
C 1.463556 6.016324 -1.341602 0.0 0.0 0.0 -1.5957
C -0.423771 4.395240 -1.365490 0.0 0.1 0.0 -0.7579
C 0.260198 3.297728 -1.871425 0.0 0.0 -0.1 -0.6753
C -0.099642 2.032136 -1.464924 0.0 0.0 0.1 0.1673
Se 0.549203 0.533962 -2.408726 0.0 0.1 0.0 0.7298
C 2.303703 0.277402 -1.746852 0.1 -0.1 0.0 0.4427
C 3.388875 0.515335 -2.549404 0.0 0.0 -0.1 -1.0789
C 4.657262 0.133582 -2.099359 0.0 0.0 0.0 -0.4337
C 4.730958 -0.474555 -0.859820 0.0 0.0 0.1 -0.4252
C 3.643227 -0.745703 -0.003916 0.1 0.0 0.0 -0.0796
C 2.409624 -0.358093 -0.504638 -0.2 0.0 0.1 0.0336
O 1.174064 -0.595990 0.104719 0.1 -0.1 0.0 0.1064
C 3.961535 -1.448129 1.323092 0.0 0.0 0.0 2.5352
C 5.153277 -0.746569 2.004157 0.0 0.0 0.0 -2.0041
C 2.802648 -1.421056 2.310531 0.0 0.0 0.0 -2.3833
C 4.329767 -2.911787 1.034575 0.0 0.0 0.0 -1.7142
C 5.873548 0.382267 -2.985749 0.0 0.0 0.0 1.8109
C 5.669232 -0.338030 -4.327885 0.0 0.0 0.0 -1.5535
C 6.007517 1.893670 -3.225303 0.0 0.0 0.0 -1.6182
C 7.162986 -0.133201 -2.347033 0.0 0.0 0.0 -2.0838
C -1.132844 1.784261 -0.564863 0.0 0.0 0.1 0.2394
O -1.322146 0.450785 -0.171740 0.0 0.1 0.0 0.2320
C -1.922452 2.859328 -0.124700 0.0 -0.1 0.0 0.0904
C -1.510923 4.128387 -0.543752 0.0 0.0 0.0 -0.3488
C -3.154944 2.746945 0.772512 0.0 0.0 0.0 2.4996
C -2.665091 2.475977 2.194889 0.0 0.0 0.1 -1.9207
C -4.095257 1.646735 0.266094 0.0 0.0 0.0 -1.5398
C -3.974582 4.042298 0.809964 0.0 0.0 0.0 -2.3114
H -0.499498 7.859667 -1.359993 0.0 0.0 0.0 0.4339
H -0.797547 6.804419 0.017256 0.0 0.0 0.0 0.4197
H -1.907953 6.808005 -1.369935 0.0 0.0 0.0 0.3971
H 0.163955 6.977210 -3.570352 0.0 0.0 0.0 0.4560
H -1.166181 5.813935 -3.602046 0.0 0.0 0.0 0.3515
H 0.503067 5.267517 -3.821001 0.0 0.0 0.0 0.3350
H 1.781667 7.025653 -1.608217 0.0 0.0 0.0 0.4505
H 2.135601 5.316949 -1.843795 0.0 0.0 0.0 0.3322
H 1.588729 5.895842 -0.263224 0.0 0.0 0.0 0.3658
H 1.059146 3.426733 -2.591406 0.0 0.0 0.0 0.7091
H 3.258749 0.963966 -3.525950 0.0 0.0 0.0 0.6965
H 5.701805 -0.789957 -0.512526 0.0 0.0 0.0 0.4599
H 4.986966 0.330016 2.088608 0.0 0.0 0.0 0.3681
H 6.099016 -0.910837 1.487791 0.0 0.0 0.0 0.4500
H 5.270379 -1.149909 3.010685 0.0 0.0 0.0 0.5003
H 2.519507 -0.396088 2.555608 0.0 0.0 0.0 0.5358
H 3.119854 -1.907970 3.234520 0.0 0.0 0.0 0.8379
H 1.931773 -1.954268 1.941388 0.1 0.0 0.0 0.0698
H 5.113832 -2.994432 0.278920 0.0 0.0 0.0 0.3434
H 3.460303 -3.472104 0.688970 0.0 0.0 0.0 0.0955
H 4.694780 -3.379401 1.951268 0.0 0.0 0.0 0.5385
H 4.805143 0.045931 -4.875261 0.0 0.0 0.0 0.3408
H 5.531799 -1.411456 -4.182896 0.0 0.0 0.0 0.3072
H 6.546542 -0.190573 -4.959887 0.0 0.0 0.0 0.4650
H 5.128057 2.304381 -3.727406 0.0 0.0 0.0 0.3297
H 6.871301 2.092220 -3.862159 0.0 0.0 0.0 0.4698
H 6.147952 2.431287 -2.285111 0.0 0.0 0.0 0.3435
H 7.128616 -1.212194 -2.174260 0.0 0.0 0.0 0.4141
H 7.379469 0.368118 -1.399916 0.0 0.0 0.0 0.4134
H 7.999578 0.062985 -3.018049 0.0 0.0 0.0 0.4429
H -2.088859 4.969399 -0.199413 0.0 0.0 0.0 0.6029
H -2.157178 1.520193 2.256244 0.0 0.0 0.0 0.2783
H -3.505776 2.456000 2.890497 0.0 0.0 0.0 0.5438
H -1.971626 3.259180 2.513620 0.0 0.0 0.0 0.4103
H -3.610759 0.678904 0.164399 0.0 0.0 0.0 -0.0798
H -4.519546 1.936036 -0.701086 0.0 0.0 0.0 0.4369
H -4.924263 1.522017 0.965428 0.0 0.0 0.0 0.5468
H -3.444129 4.861669 1.299020 0.0 0.0 0.0 0.5046
H -4.880460 3.857814 1.389658 0.0 0.0 0.0 0.4567
H -4.279545 4.364914 -0.188230 0.0 0.0 0.0 0.4354
C -1.840015 -2.219547 -3.314117 0.0 0.0 0.0 -1.1768
O -1.791859 -1.139965 -2.335195 -0.1 -0.2 0.1 0.4261
C -2.866841 -0.195757 -2.594905 0.1 0.1 -0.2 0.3890
C -4.228733 -0.843677 -2.416800 -0.1 0.1 0.1 -1.3939
O -4.169641 -1.706574 -1.309836 0.0 0.0 0.0 -0.0347
C -5.009226 -2.847346 -1.420293 -0.1 0.0 0.0 -1.0260
H -2.856115 -2.597675 -3.362306 0.1 0.0 0.0 0.4191
H -1.188367 -3.016663 -2.990955 0.0 0.0 0.0 0.2853
H -1.519192 -1.815344 -4.270808 0.0 0.0 0.0 0.2943
H -2.748681 0.154361 -3.622219 0.0 0.0 0.0 0.4454
H -2.727952 0.642702 -1.928712 0.0 0.0 0.1 -0.5212
H -4.536204 -1.378270 -3.318822 0.0 -0.1 0.0 0.5948
H -4.952265 -0.034401 -2.260719 0.0 0.0 0.0 0.5090
H -6.065664 -2.574994 -1.364511 0.0 0.0 0.0 0.2874
H -4.765880 -3.508577 -0.590842 0.0 0.0 0.0 0.1860
H -4.829971 -3.382281 -2.358306 0.0 0.0 0.0 0.4553
O -0.177038 -5.036183 -0.702978 0.0 0.0 0.0 -0.7470
S -0.620659 -3.935918 0.064004 0.0 0.1 0.0 1.5992
O 0.382508 -2.929402 0.542225 0.1 0.0 0.1 -0.6200
O -1.547755 -2.955888 -0.672048 -0.1 -0.1 0.1 -0.2037
C -1.491286 -4.420117 1.472608 0.0 0.0 -0.1 0.2428
C -1.769416 -5.757496 1.688178 0.0 -0.1 0.0 -0.7373
C -2.483695 -6.104872 2.824808 0.0 0.0 0.0 -0.8458
C -2.907313 -5.113990 3.695791 0.0 0.0 0.0 -0.8701
C -2.630236 -3.772888 3.446661 0.0 0.0 0.0 -0.4685
C -1.897803 -3.397015 2.325796 0.0 0.0 0.2 -1.0563
P -1.571492 -1.612462 2.017063 0.1 0.0 -0.4 2.4498
C -0.367704 -1.062341 3.233255 0.0 0.1 0.1 0.9303
C 0.048598 -1.858852 4.296582 0.0 0.0 0.0 -0.6975
C 0.837181 -1.309395 5.297547 0.0 0.0 0.0 -0.9147
C 1.186955 0.033172 5.254141 0.0 0.0 0.0 -0.8318
C 0.784100 0.825602 4.187653 0.0 0.0 0.0 -1.0317
C 0.024543 0.275906 3.167839 0.1 -0.1 0.1 0.1190
C -3.168211 -0.976674 2.593382 0.0 0.1 0.1 1.3714
C -4.314751 -1.368706 1.905368 0.0 0.0 -0.2 0.0369
C -5.566886 -1.115852 2.437704 0.0 0.0 0.0 -0.5451
C -5.682700 -0.477324 3.666930 0.0 0.0 0.0 -1.0247
C -4.544125 -0.090834 4.359350 0.0 0.0 0.0 -0.6928
C -3.286066 -0.340690 3.828754 0.0 0.0 0.0 -0.1967
H -1.424895 -6.502993 0.982696 0.0 0.0 0.0 0.6481
H -2.710369 -7.143752 3.023962 0.0 0.0 0.0 0.4648
H -3.469874 -5.378994 4.581913 0.0 0.0 0.0 0.4859
H -2.995484 -3.022538 4.135617 0.0 0.0 0.0 0.6105
H -0.234719 -2.901397 4.352679 0.0 0.0 0.0 0.4084
H 1.167408 -1.930687 6.119995 0.0 0.0 0.0 0.4481
H 1.784390 0.460441 6.049316 0.0 0.0 0.0 0.4208
H 1.072635 1.868432 4.142980 0.0 0.0 0.0 0.5363
H -0.259214 0.889319 2.325073 0.0 0.1 -0.1 -0.0362
H -4.224589 -1.862021 0.944528 0.0 0.0 0.1 -0.4819
H -6.454379 -1.421672 1.897455 0.0 0.0 0.0 0.4687
H -6.661583 -0.287246 4.088509 0.0 0.0 0.0 0.4211
H -4.630493 0.400268 5.320225 0.0 0.0 0.0 0.4930
H -2.405520 -0.046248 4.384734 0.0 0.0 0.0 0.2682
F 3.414147 -3.205229 -3.633260 0.1 0.0 0.0 -0.2155
C 2.331089 -3.536737 -2.943663 0.0 0.1 0.1 0.5273
F 1.753265 -4.594043 -3.511742 0.0 -0.1 0.0 -0.2515
F 2.685763 -3.849831 -1.699738 0.0 0.0 0.0 -0.1207
C 1.323955 -2.362731 -2.971611 0.0 0.0 0.0 -0.2899
O 1.160372 -1.710918 -3.959546 0.0 0.1 0.0 -0.4507
O 0.656699 -2.249555 -1.836151 -0.2 0.0 0.1 1.2220
```
Forces are in eV/Å.